Record 1
{
  "formula": "C5H10NO5S",
  "method": "ωB97M-V/def2-TZVPD",
  "charge": -1,
  "e_homo_ha": [-0.203, -0.154],
  "e_tot_ev": -27907.0555,
  "lumo_energy_ev": [2.76, 2.56],
  "orbital_gap_ev": [8.2731, 6.7325],
  "mol_weight_g_mol": 196.20,
  "max_force_ev_per_a": 5.71,
  "de_lowest_kcal_mol": 92.45,
  "elements": ["C", "C", "C", "C", "C", "N", "O", "O", "O", "O", "O", "S", "H", "H", "H", "H", "H", "H", "H", "H", "H", "H"],
  "coordinates": [[-0.7489, 2.4430, -0.0275], [-2.1833, -0.3982, -0.2253], [-0.0561, -1.2663, -0.8021], [-0.4770, -0.2193, 1.3872], [-0.0338, 1.1841, -0.4523], [-0.6905, -0.1038, -0.1413], [-1.4252, 2.3158, 0.9790], [4.8562, 0.0281, -0.0945], [-0.6571, 3.2886, -0.8847], [2.9874, -1.0963, -1.1405], [2.8026, -0.5399, 1.2893], [3.4007, -0.2072, -0.0211], [-2.4615, 0.0337, -1.1097], [-2.4352, -1.4477, -0.0972], [-2.7035, 0.1921, 0.4969], [-0.0510, -0.9498, -1.8102], [0.8757, -1.5699, -0.5279], [-0.6548, -2.1057, -0.5970], [0.6461, -0.0363, 1.4669], [-1.0108, 0.5325, 1.7772], [-0.6340, -1.1269, 1.8418], [0.6539, 1.0493, -1.3070]],
  "forces_ev_per_a": [[0.586, -2.356, -0.751], [0.663, 1.256, 0.796], [-1.715, 1.154, -0.728], [5.207, 0.168, -2.330], [-0.121, -0.962, -1.559], [-0.278, -2.437, 3.947], [-1.507, 0.667, 2.026], [-0.460, 0.018, 0.797], [0.221, 2.493, -1.481], [-0.417, 0.041, 0.548], [0.324, -0.230, -0.151], [0.578, 0.128, -1.233], [-1.146, 0.379, -2.720], [0.453, 0.129, -0.197], [-0.043, 0.375, 0.744], [0.081, -0.482, -1.432], [2.974, 0.335, 1.106], [-1.007, -1.017, -0.229], [-1.409, -0.109, 0.377], [-1.735, 2.647, 1.567], [-0.888, -2.599, 0.256], [-0.360, 0.403, 0.646]]
}


Record 2
{
  "formula": "C5H10NOS",
  "method": "ωB97M-V/def2-TZVPD",
  "multiplicity": 2,
  "charge": -2,
  "e_homo_ha": [0.145, -0.010],
  "e_tot_ev": -19715.4924,
  "lumo_energy_ev": [6.02, 6.04],
  "orbital_gap_ev": [2.0625, 6.3059],
  "mol_weight_g_mol": 132.21,
  "max_force_ev_per_a": 4.06,
  "de_lowest_kcal_mol": 29.97,
  "elements": ["C", "N", "C", "C", "S", "C", "O", "C", "H", "H", "H", "H", "H", "H", "H", "H", "H", "H"],
  "coordinates": [[1.1358, -0.6281, 1.7815], [-0.0028, -0.0052, 1.1669], [0.4298, 0.7592, -0.0873], [-0.8764, 1.4495, -0.6402], [-2.0436, 0.1752, -1.2913], [0.9002, -0.1356, -1.1972], [1.9834, 0.1591, -1.6987], [0.6353, -1.6474, 2.7559], [1.8611, 0.2230, 2.1536], [1.7247, -1.1555, 0.9905], [-0.8183, -0.6222, 1.0221], [1.1344, 1.5443, 0.2713], [-1.3256, 1.9970, 0.2172], [-0.6637, 1.9933, -1.4626], [0.2790, -0.9517, -1.7287], [-0.4796, -1.6195, 2.8867], [0.6935, -2.5798, 2.3338], [1.0962, -1.6539, 3.7211]],
  "forces_ev_per_a": [[1.149, 0.946, -0.568], [0.172, 1.556, -1.575], [-3.465, -0.768, 1.777], [-0.495, -2.787, 2.917], [-0.612, 0.173, 0.138], [1.720, 0.395, -1.387], [-0.226, -0.591, -0.187], [-1.452, 1.249, 1.035], [-1.303, -1.605, -0.250], [0.085, 0.208, 0.558], [0.858, 0.434, -0.344], [0.045, -0.847, -0.692], [0.320, -0.020, -0.688], [0.898, 2.444, -2.305], [0.508, 1.145, 1.589], [0.825, 0.619, 0.252], [0.606, -2.561, -1.009], [0.368, 0.011, 0.738]]
}


Record 3
{
  "formula": "C5H10NOS",
  "method": "ωB97M-V/def2-TZVPD",
  "charge": 1,
  "e_homo_ha": -0.551,
  "e_tot_ev": -19710.1583,
  "lumo_energy_ev": -3.83,
  "orbital_gap_ev": 11.1719,
  "mol_weight_g_mol": 132.21,
  "max_force_ev_per_a": 3.92,
  "de_lowest_kcal_mol": 63.66,
  "elements": ["C", "C", "C", "C", "C", "N", "O", "S", "H", "H", "H", "H", "H", "H", "H", "H", "H", "H"],
  "coordinates": [[2.1726, -3.5751, 0.3017], [-0.5759, -0.4720, -0.4142], [0.8666, -0.1118, -1.0352], [-0.4649, 0.5318, 0.7861], [-1.6995, 1.2507, 1.0561], [2.3654, -2.5325, -0.1094], [-0.1572, 2.3509, -1.0282], [0.8740, 1.4961, -0.1835], [0.0847, 3.2545, -1.4234], [2.1830, -4.4302, 0.8671], [-1.5067, -0.4567, -1.0289], [-0.5440, -1.4129, 0.0701], [1.7247, -0.7219, -0.6986], [0.5919, 0.1708, -2.1264], [0.2423, 0.1868, 1.5406], [-2.1136, 1.6338, 0.1063], [-1.5456, 2.1875, 1.7536], [-2.4976, 0.6501, 1.5663]],
  "forces_ev_per_a": [[0.516, 1.101, -0.071], [1.589, -0.047, 1.192], [-3.306, 1.117, -1.665], [1.228, -0.316, -2.139], [-1.378, 2.958, 2.166], [-0.118, 0.521, -0.494], [-0.417, 1.917, -1.689], [-0.237, 0.244, 0.711], [0.200, -1.888, 1.002], [-0.289, -1.894, 0.732], [1.091, 0.598, 0.259], [-0.057, -1.405, -0.011], [-0.472, 0.233, -0.792], [1.698, -0.859, 1.431], [-0.805, -0.420, 0.584], [0.094, -0.247, 0.541], [-0.248, -1.770, -1.242], [0.911, 0.158, -0.516]]
}


Record 4
{
  "formula": "C5H10NOS",
  "method": "ωB97M-V/def2-TZVPD",
  "multiplicity": 3,
  "charge": 1,
  "e_homo_ha": [-0.471, -0.493],
  "e_tot_ev": -19707.2942,
  "lumo_energy_ev": [-3.62, -6.44],
  "orbital_gap_ev": [9.1914, 6.9767],
  "mol_weight_g_mol": 132.21,
  "max_force_ev_per_a": 5.32,
  "de_lowest_kcal_mol": 44.93,
  "elements": ["C", "C", "C", "C", "C", "N", "O", "S", "H", "H", "H", "H", "H", "H", "H", "H", "H", "H"],
  "coordinates": [[-1.5663, -0.7325, 0.0435], [-0.4264, -1.8700, -0.1329], [-0.8896, 0.4800, -0.5437], [0.4339, -0.0343, -1.2427], [0.5271, 0.8971, -0.1726], [1.0813, 0.5769, 1.1227], [0.5490, -1.4580, -1.0751], [1.7414, 3.6210, -0.2808], [-2.3372, -1.0465, -0.5945], [-1.8744, -0.6902, 1.0521], [-0.0285, -2.0261, 0.8465], [-0.9442, -2.7556, -0.6266], [-1.4218, 1.2379, -1.0979], [0.6435, 0.0957, -2.2721], [0.7592, -0.3729, 1.3587], [0.8173, 1.2667, 1.7172], [2.1945, 0.6125, 1.1647], [0.6070, 4.1985, -0.7419]],
  "forces_ev_per_a": [[2.965, -0.839, -1.026], [-2.510, -0.054, -1.261], [1.910, 0.644, -0.522], [-0.962, -2.049, -0.946], [-1.254, -0.100, 0.105], [4.158, -2.520, -2.151], [-0.095, 1.589, 1.107], [-0.111, 0.260, -0.072], [-1.416, 0.034, -0.654], [-0.494, 0.193, 1.086], [0.611, -0.925, 0.607], [0.953, 0.682, 1.340], [-0.303, -0.058, -0.028], [0.277, 1.068, -0.751], [0.240, 0.276, 0.656], [-1.453, 2.349, 2.853], [-2.714, -0.383, -0.436], [0.197, -0.168, 0.093]]
}


Record 5
{
  "formula": "C5H10NP",
  "method": "ωB97M-V/def2-TZVPD",
  "e_homo_ha": -0.331,
  "e_tot_ev": -16121.9289,
  "lumo_energy_ev": -0.34,
  "orbital_gap_ev": 8.6584,
  "mol_weight_g_mol": 115.12,
  "max_force_ev_per_a": 3.67,
  "smiles": "[H]/N=P/[H].CC=C1CC1",
  "de_lowest_kcal_mol": 68.72,
  "elements": ["H", "N", "P", "H", "C", "C", "C", "C", "C", "H", "H", "H", "H", "H", "H", "H", "H"],
  "coordinates": [[-2.7261, 1.1168, -1.4751], [-2.4984, 0.5697, -0.6576], [-3.3954, 0.5129, 0.6272], [-2.3936, -0.2621, 1.3551], [0.4501, 1.7838, -0.5921], [0.6445, 0.7487, 0.5522], [0.8448, -0.5257, 0.3252], [1.1008, -1.5943, -0.5838], [1.2642, -1.8639, 0.9402], [-0.6200, 2.1102, -0.5306], [0.7491, 1.3285, -1.6079], [1.0280, 2.6233, -0.4837], [0.6093, 1.2270, 1.5177], [1.9535, -1.6986, -1.2895], [0.2880, -2.2119, -1.0560], [0.4707, -2.2573, 1.5426], [2.2305, -1.6069, 1.4161]],
  "forces_ev_per_a": [[-0.670, 0.098, -0.039], [0.212, -0.092, 0.232], [1.014, -0.243, -0.345], [-0.723, 0.137, 0.118], [-1.595, -3.232, -0.717], [0.045, 1.508, -1.794], [0.113, -0.334, 0.799], [-0.109, -2.501, -1.295], [0.505, 3.090, -0.300], [0.894, -0.303, -0.574], [-0.927, 0.598, 1.488], [1.612, 2.069, 0.599], [0.036, -0.458, 0.504], [-0.222, 0.560, 0.911], [0.336, 1.043, 0.712], [-0.043, -0.833, -0.008], [-0.478, -1.105, -0.292]]
}


Record 6
{
  "formula": "C5H10NP",
  "method": "ωB97M-V/def2-TZVPD",
  "e_homo_ha": -0.300,
  "e_tot_ev": -16123.3936,
  "lumo_energy_ev": 0.29,
  "orbital_gap_ev": 8.4463,
  "mol_weight_g_mol": 115.12,
  "max_force_ev_per_a": 3.17,
  "smiles": "C=CCC/N=P/C",
  "de_lowest_kcal_mol": 34.94,
  "elements": ["C", "C", "C", "C", "N", "P", "C", "H", "H", "H", "H", "H", "H", "H", "H", "H", "H"],
  "coordinates": [[0.8458, 1.2482, -1.5034], [-0.5061, 1.3225, -1.4045], [-1.2857, 1.4773, -0.1236], [-0.5987, 0.8398, 1.1973], [-0.0586, -0.5094, 1.0587], [-0.0974, -1.5990, -0.0452], [0.9406, -2.9681, 0.7470], [1.3607, 1.4140, -2.4403], [1.5733, 1.0718, -0.7467], [-1.0667, 1.4657, -2.2830], [-1.3710, 2.6246, -0.1162], [-2.1829, 0.8531, -0.2217], [0.2828, 1.3691, 1.4488], [-1.4655, 0.8158, 1.9134], [1.8671, -2.4563, 0.7129], [0.9219, -3.7599, 0.0050], [0.8405, -3.2092, 1.8015]],
  "forces_ev_per_a": [[-1.485, 0.327, -0.887], [2.912, 0.105, 1.255], [1.392, -0.632, 0.380], [-1.570, -0.536, -2.315], [-0.656, 0.122, 0.465], [-0.045, -0.424, 0.751], [-0.984, 1.009, -0.761], [-0.380, -0.256, -0.433], [-0.089, -0.017, 1.109], [-0.592, 0.191, -1.117], [-0.742, -1.744, 0.740], [-0.471, 0.982, -0.079], [0.339, 1.226, 0.952], [1.437, 0.193, -0.033], [1.443, 0.260, -0.299], [0.182, -0.525, 0.409], [-0.691, -0.281, -0.134]]
}